# C2H3NS3

An isolated molecule of C2H3NS3 at a distorted geometry (the ωB97M-V functional and the def2-TZVPD basis, the OMol25 dataset).

```
9
Properties=species:S:1:pos:R:3
H 2.217 -0.663 -0.502
N 0.520 -0.536 0.762
C -1.439 0.980 0.131
H -2.499 1.191 0.048
C 1.152 -1.040 -0.380
S 0.470 -1.813 -1.635
S -1.104 -0.530 1.059
S -0.355 1.948 -0.519
H 1.038 0.463 1.035
```

Results
* gap between HOMO and LUMO: 8.27 eV
* E_HOMO: -8.818 eV
* ΔE to the lowest compared entry with this formula, charge and spin: 143.1 kJ/mol
* charge: 0
* structure (SMILES): S=CNSC=S

natural (NBO) atomic charge list, values in e, 5 entries: atom 1 (H): 0.210, atom 2 (N): -0.813, atom 3 (C): -0.506, atom 4 (H): 0.217, atom 5 (C): -0.110

# C11H11F6N2O11P2S4Tl

A structure of composition C11H11F6N2O11P2S4Tl at a distorted geometry (the ωB97M-V functional and the def2-TZVPD basis, the OMol25 dataset).

```
48
Properties=species:S:1:pos:R:3
O 2.481 1.475 4.830
C -2.620 0.975 -3.918
C -0.535 0.270 -5.056
C 0.011 -1.423 -3.326
S -4.052 1.749 -3.554
H -0.089 3.485 4.398
C 0.584 -0.040 -5.788
H 3.861 2.110 2.577
O 1.163 5.065 0.913
O -0.299 4.375 2.983
H -0.240 -1.908 -2.356
C -0.812 -0.364 -3.790
C 2.068 3.313 2.750
C -4.217 -2.681 0.483
C 1.420 -1.059 -5.335
O -3.310 -3.435 2.939
S -0.570 -3.760 0.052
H 3.763 3.559 1.577
H 0.616 5.154 0.066
C 0.874 -4.446 1.084
C 3.205 2.700 1.958
F 0.543 -5.639 1.635
S -2.741 -2.911 1.715
H 2.785 2.063 1.136
O -2.234 -1.553 1.746
H 3.010 0.744 4.475
F 1.105 -3.615 2.094
O -0.107 -2.433 -0.233
H 2.391 -1.240 -5.810
Tl -0.883 0.938 0.309
P 1.288 1.960 3.888
F 1.978 -4.555 0.307
O 2.522 4.445 3.475
H 0.720 0.498 -6.726
N -1.964 0.046 -3.175
S -1.800 1.364 -5.517
C 1.092 -1.765 -4.124
F -4.975 -1.703 1.058
O -0.793 -4.681 -1.047
N -1.746 -3.934 1.056
F -3.756 -2.277 -0.680
H 1.754 4.815 3.916
O -0.002 2.908 0.735
O 0.560 0.963 3.062
F -4.955 -3.795 0.332
P 0.548 3.896 1.790
H 1.842 -2.503 -3.852
O 0.516 2.852 4.947
```

Results
* gap between HOMO and LUMO (spin up / spin down): 2.58 / 2.89 eV
* E_HOMO (spin up / spin down): -8.812 / -8.812 eV
* ΔE to the lowest compared entry with this formula, charge and spin: 89.1 kJ/mol
* charge: 0

natural (NBO) atomic charge list, values in e, 5 entries: atom 1 (O): -0.976, atom 2 (C): -0.175, atom 3 (C): -0.107, atom 4 (C): -0.081, atom 5 (S): 0.424

# C20H23AsClN2O3PtS

A structure of composition C20H23AsClN2O3PtS at a distorted geometry (the ωB97M-V functional and the def2-TZVPD basis, the OMol25 dataset).

```
52
Properties=species:S:1:pos:R:3
C -1.905 4.980 3.852
H -1.649 0.615 -2.437
C -1.035 1.318 1.909
H -0.468 -3.434 -1.917
C 4.252 -3.508 -1.727
H -1.283 -1.953 -2.465
H -3.498 -1.244 -0.850
H -0.414 1.850 -2.795
C -2.175 2.571 3.928
C -2.811 -0.858 -0.094
C 2.549 1.338 0.024
C 2.865 -1.860 -0.606
C -2.086 -3.598 1.047
As -1.368 -2.128 0.017
N 1.431 -0.459 -2.093
C -1.167 4.887 2.669
H -2.255 -3.380 -2.014
H 3.337 0.608 0.215
C 2.387 -1.471 -1.853
H -2.224 -3.259 2.073
C -2.400 3.838 4.474
C -0.963 1.355 -1.986
O 0.191 -1.887 0.487
Cl 3.231 2.337 -1.368
C 3.764 -3.146 -2.961
O 0.344 3.914 0.142
Pt 0.570 0.681 -0.637
H -3.303 -0.775 0.872
C -0.210 3.168 0.911
H -2.965 3.937 5.394
C -1.352 -2.809 -1.793
C 2.820 -2.115 -3.006
H -2.096 5.951 4.292
H -2.404 0.105 -0.392
C -0.954 3.629 2.154
C 3.800 -2.871 -0.559
H 4.188 -3.183 0.403
H 4.095 -3.640 -3.866
C -1.446 2.507 2.763
H 2.460 -1.389 0.277
H -3.037 -3.945 0.639
C 1.154 -0.379 -3.344
N -0.299 1.780 0.848
H 2.496 2.010 0.877
H 4.990 -4.298 -1.657
S 2.004 -1.454 -4.381
H -1.352 -4.401 1.029
O -1.356 0.175 2.176
H -0.772 5.764 2.170
H -2.552 1.668 4.394
H 0.455 0.345 -3.735
H -1.582 2.114 -1.500
```

Results
* gap between HOMO and LUMO: 5.52 eV
* E_HOMO: -3.078 eV
* ΔE to the lowest compared entry with this formula, charge and spin: 40.4 kJ/mol
* charge: -1

natural (NBO) atomic charge list, values in e, 5 entries: atom 1 (C): -0.223, atom 2 (H): 0.155, atom 3 (C): 0.646, atom 4 (H): 0.239, atom 5 (C): -0.211

# CH6NO

A cluster of 2 separate species, CH6NO in total (the ωB97M-V functional and the def2-TZVPD basis, the OMol25 dataset).

```
9
Properties=species:S:1:pos:R:3
H -0.123 -2.308 1.324
H -1.125 -1.231 1.606
N 0.345 0.201 -0.870
O -0.192 -1.334 1.356
C 0.093 1.402 -0.580
H 0.290 2.191 -1.282
H 0.779 -0.032 -1.759
H 0.248 -0.572 -0.174
H -0.315 1.682 0.379
```

Results
* gap between HOMO and LUMO: 11.55 eV
* E_HOMO: -16.885 eV
* ΔE to the lowest compared entry with this formula, charge and spin: 14.4 kJ/mol
* charge: +1

natural (NBO) atomic charge list, values in e, 5 entries: atom 1 (H): 0.505, atom 2 (H): 0.498, atom 3 (N): -0.572, atom 4 (O): -0.955, atom 5 (C): 0.155

# C10H11O2P

An isolated molecule of C10H11O2P at a distorted geometry (the ωB97M-V functional and the def2-TZVPD basis, the OMol25 dataset).

```
24
Properties=species:S:1:pos:R:3
H -3.626 -1.191 2.160
C -1.764 -0.871 1.160
C -2.911 -1.569 1.415
C 3.103 1.888 0.056
C -2.325 -3.227 -0.159
H 2.842 1.301 0.951
H 4.116 1.479 -0.123
C 1.029 2.535 -1.241
C -3.175 -2.758 0.826
C 0.151 -0.481 -0.248
H -4.234 -3.188 1.065
H 0.089 0.553 0.104
H -0.516 -2.698 -1.397
H 3.047 2.877 0.310
H -1.591 0.134 1.565
O 1.369 -1.764 -2.473
P 1.167 -0.647 -1.555
H -2.316 -4.206 -0.595
C 1.999 1.655 -0.934
C -1.196 -2.531 -0.492
C -0.909 -1.339 0.117
O 2.197 0.569 -1.663
H 0.127 2.083 -1.633
H 1.016 3.555 -0.805
```

Results
* gap between HOMO and LUMO: 8.29 eV
* E_HOMO: -7.996 eV
* ΔE to the lowest compared entry with this formula, charge and spin: 0.0 kJ/mol
* charge: 0

natural (NBO) atomic charge list, values in e, 5 entries: atom 1 (H): 0.212, atom 2 (C): -0.209, atom 3 (C): -0.210, atom 4 (C): -0.670, atom 5 (C): -0.206

# C5H14N2

A cluster of 2 separate species, C5H14N2 in total at a distorted geometry (the ωB97M-V functional and the def2-TZVPD basis, the OMol25 dataset).

```
21
Properties=species:S:1:pos:R:3
C -0.820 1.644 1.662
H -0.541 -2.556 -2.143
H -1.611 1.442 0.940
H -0.370 -0.702 0.262
C -0.249 -0.970 -0.899
H 0.940 0.414 0.854
H -0.232 2.484 1.286
H -0.883 0.074 -2.543
H -1.288 1.957 2.597
C 0.057 0.413 1.857
C 1.816 0.289 -0.540
H -1.740 -2.324 -1.062
N -0.734 -2.299 -1.181
H 0.796 0.586 2.641
N -1.051 0.071 -1.541
H 1.428 1.249 -0.869
H -0.536 -0.421 2.236
H 2.896 0.325 -0.496
H -0.825 0.991 -1.180
H 1.738 -1.805 -0.905
C 1.208 -0.862 -0.974
```

Results
* gap between HOMO and LUMO: 9.57 eV
* E_HOMO: -8.836 eV
* ΔE to the lowest compared entry with this formula, charge and spin: 316.7 kJ/mol
* charge: 0
* structure (SMILES): C=CC(N)N.CC

natural (NBO) atomic charge list, values in e, 5 entries: atom 1 (C): -0.622, atom 2 (H): 0.350, atom 3 (H): 0.202, atom 4 (H): 0.243, atom 5 (C): 0.014